This record from OMol25 describes 2 unconnected molecules or ions with the total composition CH2N2O3Si. The level of theory is wB97M-V/def2-TZVPD.

Each line ends with the Löwdin charge.
CARTESIAN COORDINATES (ANGSTROEM)
N: -4.2841 0.1854 0.0956  0.07
C: -3.1199 0.3107 0.0547  -0.30
Si: -1.1997 0.3460 0.1536  0.61
O: -0.4727 -0.9648 0.1163  -0.37
H: -0.8983 1.8312 -0.2285  0.00
O: 3.0706 1.0094 0.2059  0.00
N: 2.2567 0.1763 -0.1769  -0.12
O: 2.6299 -1.1052 0.1329  -0.04
H: 2.0175 -1.7891 -0.3537  0.15

Summary:
charge: 0
energy relative to the best compared isomer or geometry (same formula, charge and spin): 60.4 kcal/mol
LUMO energy: -1.79 eV
highest occupied orbital energy: -10.602 eV
E: -663.90233 Eh
SMILES: N#C[SiH]=O.O=NO

***

This record from OMol25 describes C24H34FN5O5S in the gas phase. The level of theory is wB97M-V/def2-TZVPD.

Each line ends with the Löwdin charge.
CARTESIAN COORDINATES (ANGSTROEM)
C: -3.6186 -3.5076 0.7318  -0.10
C: -2.4863 -3.7329 1.7290  -0.25
C: -1.1524 -4.0792 1.0570  -0.17
C: -0.2714 -2.8699 0.7302  -0.13
N: -0.9265 -1.9332 -0.1684  0.05
C: -1.5355 -0.7882 0.2614  -0.26
N: -1.5486 -0.5206 1.6067  0.20
C: -2.1686 0.0502 -0.6302  -0.12
N: -2.7861 1.2565 -0.1901  0.01
C: -4.2384 1.2914 -0.2790  -0.11
C: -4.9018 0.4871 0.8462  -0.40
C: -4.8278 1.2507 2.1662  -0.06
C: -6.3536 0.1870 0.4843  -0.07
C: -2.0994 2.3946 0.0891  -0.41
O: -2.6472 3.4283 0.4182  0.08
C: -0.5865 2.2720 -0.0109  -0.24
C: 0.1280 2.9640 1.1499  -0.11
C: 1.6462 2.9232 0.8843  -0.17
N: 1.9813 2.0273 -0.2063  -0.24
S: 1.9002 0.3949 0.1581  0.71
O: 1.3095 -0.3335 -0.9291  -0.26
O: 1.3443 0.1715 1.4716  -0.28
C: 3.6448 0.0072 0.2209  -0.26
C: 4.2857 -0.3631 -0.9467  -0.04
C: 5.6466 -0.6122 -0.9300  0.01
C: 6.3284 -0.4766 0.2688  -0.27
F: 7.6507 -0.7117 0.2929  0.07
C: 5.6947 -0.1114 1.4456  0.01
C: 4.3328 0.1329 1.4133  -0.05
C: 1.4020 2.4309 -1.4761  -0.17
C: -0.0709 2.8589 -1.3269  -0.08
C: -2.1275 -0.2062 -2.0441  -0.41
O: -2.5784 0.5052 -2.9210  0.08
N: -1.4777 -1.3948 -2.3632  0.23
C: -0.8347 -2.2524 -1.5155  -0.49
O: -0.2594 -3.2393 -1.9091  0.09
H: -3.7728 -4.3993 0.1280  0.08
H: -4.5452 -3.2889 1.2585  0.07
H: -3.4042 -2.6789 0.0629  0.05
H: -2.7722 -4.5587 2.3842  0.10
H: -2.3645 -2.8447 2.3509  0.09
H: -1.3392 -4.6311 0.1349  0.11
H: -0.5667 -4.7230 1.7156  0.11
H: 0.0335 -2.3574 1.6405  0.11
H: 0.6256 -3.2178 0.2107  0.13
H: -0.6589 -0.6251 2.0770  0.09
H: -1.9932 0.3642 1.8146  0.10
H: -4.5261 0.8922 -1.2551  0.13
H: -4.5378 2.3395 -0.2208  0.13
H: -4.3656 -0.4627 0.9522  0.11
H: -3.8118 1.5785 2.3740  0.06
H: -5.4567 2.1367 2.1201  0.09
H: -5.1660 0.6279 2.9913  0.08
H: -6.4087 -0.4098 -0.4231  0.08
H: -6.9013 1.1123 0.3216  0.08
H: -6.8384 -0.3629 1.2876  0.08
H: -0.3154 1.2181 -0.0052  0.08
H: -0.1022 2.4462 2.0820  0.11
H: -0.2288 3.9912 1.2305  0.12
H: 2.1867 2.5736 1.7635  0.11
H: 2.0271 3.9102 0.6113  0.13
H: 3.7061 -0.4685 -1.8493  0.12
H: 6.1790 -0.9077 -1.8198  0.12
H: 6.2640 -0.0258 2.3573  0.12
H: 3.7925 0.4042 2.3058  0.11
H: 1.4829 1.5685 -2.1366  0.11
H: 2.0134 3.2433 -1.8796  0.13
H: -0.1651 3.9452 -1.2972  0.13
H: -0.6602 2.4860 -2.1647  0.12
H: -1.3828 -1.6033 -3.3507  0.17

Summary:
charge: 0
LUMO energy: 0.37 eV
highest occupied orbital energy: -8.428 eV
E: -2083.06091 Eh
SMILES: CCCCn1c(N)c(N(CC(C)C)C(=O)C2CCN(S(=O)(=O)c3ccc(F)cc3)CC2)c(=O)[nH]c1=O

***

This record from OMol25 describes C2H6N2O in the gas phase. The level of theory is wB97M-V/def2-TZVPD.

Each line ends with the Löwdin charge.
CARTESIAN COORDINATES (ANGSTROEM)
H: 0.5334 -2.2943 -0.9664  0.10
N: 0.5022 -1.2564 -1.3287  0.09
C: 0.2053 -0.5687 -0.2993  -0.50
C: 0.3785 -0.8781 1.0972  -0.04
N: -0.4525 0.7675 -0.4630  0.00
O: -0.6352 1.7891 0.6372  -0.07
H: -0.4918 -1.1203 1.5475  0.06
H: 1.0402 -0.2946 1.8229  0.13
H: 0.7384 -1.7860 0.7990  0.03
H: -0.8382 1.1326 -1.3294  0.11
H: 0.2492 2.1530 0.7834  0.08

Summary:
charge: 0
energy relative to the best compared isomer or geometry (same formula, charge and spin): 102.1 kcal/mol
LUMO energy: 0.85 eV
highest occupied orbital energy: -9.188 eV
E: -264.42458 Eh
SMILES: [H]/N=C(\C)NO

***

This record from OMol25 describes C6H10 in the gas phase. The level of theory is wB97M-V/def2-TZVPD.

Each line ends with the Löwdin charge.
CARTESIAN COORDINATES (ANGSTROEM)
C: 1.2618 1.2043 1.0399  -0.06
C: 0.8414 0.0994 0.0531  -0.33
C: 0.1054 -1.1678 0.5475  -0.11
C: -0.7389 -1.0924 -0.7276  -0.24
C: -1.7090 0.0350 -0.6725  -0.09
C: -0.2405 0.3127 -1.0242  -0.20
H: 1.8362 0.8570 1.9138  0.07
H: 1.8586 1.9861 0.5565  0.07
H: 0.3651 1.6972 1.4427  0.07
H: 1.5669 -0.2671 -0.7050  0.14
H: 0.7069 -2.0700 0.6900  0.10
H: -0.4917 -1.0086 1.4563  0.11
H: -0.8406 -1.9005 -1.4377  0.13
H: -2.1163 0.4347 0.2523  0.10
H: -2.4557 0.0025 -1.4788  0.11
H: 0.0505 0.8776 -1.9063  0.12

Summary:
charge: 0
energy relative to the best compared isomer or geometry (same formula, charge and spin): 43.1 kcal/mol
LUMO energy: 1.21 eV
highest occupied orbital energy: -9.414 eV
E: -234.53381 Eh
SMILES: C[C@H]1C[C@H]2C[C@H]21

***

This record from OMol25 describes 2 unconnected molecules or ions with the total composition C2H11N2S. The level of theory is wB97M-V/def2-TZVPD.

Each line ends with the Löwdin charge.
CARTESIAN COORDINATES (ANGSTROEM)
N: 1.6920 1.3687 1.1538  -0.02
H: 0.3544 0.3683 1.4102  0.05
H: 2.4542 0.7335 1.3479  0.03
H: 1.6367 1.4309 0.1622  0.01
H: 2.0089 2.3016 1.4118  0.04
C: -0.3309 -1.0798 -0.1038  -0.37
C: -0.7643 -0.1318 -1.2021  -0.60
S: -1.4778 -1.2070 -2.5402  0.64
N: -0.4276 -0.3684 1.2329  0.01
H: -1.1338 -1.8847 -0.0596  0.08
H: 0.6673 -1.5007 -0.2440  0.10
H: -1.5065 0.6203 -0.7996  0.06
H: 0.0948 0.4601 -1.5137  0.05
H: -1.3732 -0.3248 -3.5540  -0.15
H: -1.3179 0.1578 1.2227  0.03
H: -0.5761 -0.9440 2.0755  0.03

Summary:
spin multiplicity: 2
charge: 0
energy relative to the best compared isomer or geometry (same formula, charge and spin): 8.2 kcal/mol
LUMO energy (alpha / beta): 0.71 / 0.42 eV
highest occupied orbital energy (alpha / beta): -3.074 / -9.429 eV
expectation value of S²: 0.751
E: -590.35731 Eh

***

This record from OMol25 describes 3 unconnected molecules or ions with the total composition C16H28BI2NO6. The level of theory is wB97M-V/def2-TZVPD.

Each line ends with the Löwdin charge.
CARTESIAN COORDINATES (ANGSTROEM)
O: -2.1957 2.9632 -1.1583  -0.15
C: -2.0058 2.1724 -2.2514  -0.61
I: -3.6650 0.7217 -2.6046  0.84
C: -0.6914 2.3223 -3.2191  -0.16
C: 0.3727 1.0782 -3.1502  -0.23
C: -0.3329 -0.2891 -3.7949  -0.17
N: -0.3323 -1.1782 -2.5339  0.02
C: -0.0065 -0.4370 -1.2200  -0.22
O: -0.5668 -0.7079 -0.0386  -0.02
C: 1.0842 0.7151 -1.6807  -0.25
C: 2.4995 0.0159 -2.2132  -0.14
C: 3.1872 -0.9962 -1.1227  -0.31
C: 4.1418 -2.1659 -1.7603  -0.60
I: 2.8818 -4.0004 -1.9171  0.62
C: 1.2925 2.0530 -0.7578  -0.02
B: 1.8393 1.7766 0.7671  -0.43
O: 2.5768 2.9065 1.4342  0.00
O: 1.7240 0.5219 1.5357  0.05
H: -0.1143 3.3484 -3.0226  0.14
H: -1.1081 2.4198 -4.3329  0.13
H: 1.2550 1.4243 -3.8578  0.15
H: -1.3334 -0.1725 -4.3895  0.08
H: 0.4541 -0.6898 -4.5663  0.11
H: -1.1985 -1.7600 -2.5264  0.11
H: 3.2757 0.8914 -2.4485  0.14
H: 2.3775 -0.5813 -3.2119  0.11
H: 2.4323 -1.5009 -0.3718  0.10
H: 3.8997 -0.3189 -0.4457  0.12
H: 4.6663 -1.8903 -2.7691  0.07
H: 4.9429 -2.4391 -0.9188  0.07
H: 2.1357 2.7014 -1.2999  0.14
H: 0.3595 2.7536 -0.6718  0.12
H: 3.4575 2.9740 0.9375  0.11
H: 2.0143 0.6710 2.5043  0.10
C: 3.3624 1.8841 6.6870  -0.02
C: 2.4636 1.2810 5.6407  -0.47
C: 1.3267 0.4172 6.1171  -0.02
O: 2.6512 1.4863 4.4426  0.06
H: 4.1381 2.4827 6.1977  0.09
H: 2.7815 2.5350 7.3453  0.09
H: 3.8445 1.0913 7.2644  0.09
H: 0.6551 1.0027 6.7500  0.09
H: 1.7182 -0.4410 6.6690  0.09
H: 0.7628 0.0505 5.2528  0.09
C: -5.3104 -2.0041 -0.0786  -0.03
C: -6.2092 -2.6072 -1.1249  -0.49
C: -7.3461 -3.4711 -0.6485  -0.03
O: -6.0216 -2.4020 -2.3230  0.03
H: -4.5347 -1.4056 -0.5679  0.02
H: -5.8913 -1.3533 0.5797  0.09
H: -4.8283 -2.7970 0.4988  0.09
H: -8.0177 -2.8855 -0.0156  0.09
H: -6.9546 -4.3293 -0.0965  0.09
H: -7.9100 -3.8378 -1.5128  0.08

Summary:
charge: 0
LUMO energy: -0.10 eV
highest occupied orbital energy: -9.129 eV
E: -1752.77429 Eh
SMILES: O=C(I)C[C@@H]1CNC(=O)[C@]1(CCCI)CB(O)O.CC(C)=O.CC(C)=O

***

This record from OMol25 describes C20H20BrClF2N2O in the gas phase. The level of theory is wB97M-V/def2-TZVPD.

Each line ends with the Löwdin charge.
CARTESIAN COORDINATES (ANGSTROEM)
C: 0.7638 2.1139 -2.0335  -0.04
C: 0.1708 2.2543 -0.6580  -0.23
C: 0.1304 3.4957 -0.0348  -0.04
C: -0.4163 3.6674 1.2309  -0.01
C: -0.9382 2.5619 1.8636  -0.28
F: -1.4839 2.7008 3.0896  0.06
C: -0.9167 1.3095 1.2828  0.03
C: -0.3522 1.1472 0.0242  -0.19
C: -0.2756 -0.2388 -0.5686  -0.16
N: 1.0964 -0.7489 -0.6154  -0.01
C: 1.6843 -1.0374 0.6904  -0.31
C: 2.4992 0.1519 1.2113  -0.07
C: 3.2464 -0.1868 2.4849  -0.28
F: 2.3124 -0.3766 3.5176  -0.02
C: 4.0612 -1.4611 2.3573  -0.08
N: 3.2377 -2.5390 1.8416  -0.02
C: 2.7876 -3.5964 2.5778  -0.41
O: 1.9504 -4.3773 2.1644  0.09
C: 3.4056 -3.7955 3.9362  -0.15
C: 2.8562 -3.1942 5.0616  -0.02
C: 3.3987 -3.4444 6.3097  -0.11
C: 4.4914 -4.2904 6.4435  -0.70
Br: 5.1976 -4.5932 8.1639  0.76
C: 5.0388 -4.8927 5.3175  -0.69
Cl: 6.3968 -5.9553 5.4277  0.67
C: 4.4916 -4.6454 4.0659  -0.04
C: 2.6017 -2.2517 0.5671  -0.09
H: 0.0219 1.7466 -2.7469  0.08
H: 1.1243 3.0756 -2.3961  0.07
H: 1.5885 1.4015 -2.0349  0.07
H: 0.5358 4.3569 -0.5524  0.11
H: -0.4464 4.6339 1.7144  0.12
H: -1.3257 0.4651 1.8235  0.13
H: -0.9343 -0.8994 0.0122  0.12
H: -0.6523 -0.2237 -1.5935  0.12
H: 1.1010 -1.5911 -1.1782  0.11
H: 0.9074 -1.2885 1.4274  0.15
H: 3.2295 0.4274 0.4434  0.13
H: 1.8673 1.0218 1.3848  0.11
H: 3.8892 0.6390 2.7972  0.15
H: 4.8875 -1.2744 1.6629  0.14
H: 4.4833 -1.7376 3.3197  0.13
H: 2.0131 -2.5242 4.9619  0.12
H: 2.9787 -2.9821 7.1919  0.10
H: 4.9202 -5.1301 3.1988  0.12
H: 2.0405 -3.1342 0.2671  0.13
H: 3.3763 -2.0476 -0.1810  0.14

Summary:
charge: 0
energy relative to the best compared isomer or geometry (same formula, charge and spin): 0.7 kcal/mol
LUMO energy: 0.59 eV
highest occupied orbital energy: -9.066 eV
E: -4192.85117 Eh
SMILES: Cc1ccc(F)cc1CN[C@@H]1C[C@@H](F)CN(C(=O)c2ccc(Br)c(Cl)c2)C1

***

This record from OMol25 describes 2 unconnected molecules or ions with the total composition C4H9FNOS. The level of theory is wB97M-V/def2-TZVPD.

Each line ends with the Löwdin charge.
CARTESIAN COORDINATES (ANGSTROEM)
C: -0.8471 -0.9118 -0.5588  -0.08
C: -0.4307 0.6923 1.1867  0.03
C: -0.9622 0.4757 -1.2266  -0.14
C: -0.8250 1.4514 -0.1029  -0.44
N: -0.0779 -0.7074 0.6486  -0.02
O: -2.0384 1.1587 -0.6919  0.13
F: -0.3096 2.6663 -0.1740  0.16
S: 2.8661 -0.1591 0.1618  0.71
H: -1.9039 -1.2932 -0.3020  0.17
H: -0.3409 -1.8301 -0.9672  0.15
H: 0.3524 1.1964 1.7568  0.14
H: -1.2889 0.5254 1.8444  0.15
H: -0.6777 0.7590 -2.2482  0.18
H: 0.9930 -0.5889 0.2457  0.00
H: 2.4908 -0.5515 -1.1180  -0.09
H: 0.0347 -1.4535 1.2922  0.16
H: 2.9654 -1.4298 0.2534  -0.19

Summary:
charge: +1
energy relative to the best compared isomer or geometry (same formula, charge and spin): 25.0 kcal/mol
LUMO energy: -3.42 eV
highest occupied orbital energy: -14.707 eV
E: -785.51968 Eh